{
  "formula": "C28H45BrN2P2W",
  "method": "the ωB97M-V functional and the def2-TZVPD basis",
  "spin_multiplicity": 3,
  "homo_lumo_gap_ev": [5.870, 6.230],
  "total_charge": 4,
  "symbols": ["W", "Br", "P", "P", "N", "N", "C", "C", "C", "C", "C", "C", "C", "C", "C", "C", "C", "C", "C", "C", "C", "C", "C", "C", "C", "C", "C", "C", "C", "C", "C", "C", "C", "C", "H", "H", "H", "H", "H", "H", "H", "H", "H", "H", "H", "H", "H", "H", "H", "H", "H", "H", "H", "H", "H", "H", "H", "H", "H", "H", "H", "H", "H", "H", "H", "H", "H", "H", "H", "H", "H", "H", "H", "H", "H", "H", "H", "H", "H"],
  "coordinates": [[1.21586, 0.53015, -0.72823], [0.86327, -0.58995, -5.86392], [-0.80791, 1.59143, -1.72482], [1.70676, 1.74560, 1.37487], [8.14538, -1.89854, -0.74749], [0.50235, -0.98560, 0.29744], [0.19710, 1.45434, 2.36393], [3.37432, 0.34446, 3.27875], [2.55681, 1.38934, -2.68452], [-1.71758, 1.30578, -3.35979], [2.94809, 0.30875, -1.86775], [-1.57233, 4.29441, -2.18089], [0.07837, 2.24946, 3.67157], [-0.94114, -2.64762, 3.01163], [4.08384, -0.68170, 0.05747], [-3.63912, 2.00549, -0.99700], [0.21232, -1.95819, 0.87798], [-0.40808, 3.32770, -2.20492], [1.63512, 3.48675, 0.78362], [7.15805, -2.76305, -0.48642], [-2.24166, 1.56256, -0.55237], [1.57536, -1.19605, -3.31111], [3.42569, 0.48321, -0.48994], [-0.57977, -2.95462, 1.54409], [2.20909, -0.90223, -2.07479], [2.96047, 4.18294, 0.45760], [5.50661, -0.97710, -0.02992], [5.86696, -2.37218, -0.11424], [6.61956, -0.08384, -0.21934], [7.87599, -0.59354, -0.58607], [3.10844, 1.65341, 2.53453], [1.94827, 1.09582, -3.92694], [1.62299, -0.22242, -4.29304], [-2.65364, 2.25394, -4.14090], [4.01716, 1.91418, 1.97695], [1.71365, 1.94367, -4.59841], [0.37078, 3.30288, 3.56085], [-0.03299, 3.20855, -3.22658], [2.92522, 2.38890, -2.45219], [-2.31007, 0.49931, -0.25116], [-0.90835, 1.08231, -4.04966], [-2.12257, 3.03988, -4.69194], [-1.51893, -3.08235, 0.97154], [-0.64942, 1.69609, 1.70049], [7.45441, -3.81144, -0.60283], [3.49028, 3.72840, -0.39972], [0.66634, 1.79505, 4.47970], [3.91263, 1.41962, -0.27346], [0.16195, 0.37140, 2.55772], [-2.25132, 4.10307, -1.34194], [-1.19234, 5.32135, -2.08697], [2.97341, 2.46734, 3.26204], [1.07004, 4.04213, 1.55248], [3.93298, -0.34615, 2.63113], [-2.13594, 4.29701, -3.11922], [1.03460, -2.12494, -3.37680], [0.99998, 3.47568, -0.11665], [2.73903, 5.22958, 0.17669], [-0.97990, 2.20862, 3.96588], [4.00128, 0.53504, 4.17084], [3.64029, 4.19508, 1.32766], [-2.26492, 0.37593, -3.18624], [-3.72367, 3.08424, -1.15787], [-4.00374, 1.47029, -1.87769], [2.46252, -0.16181, 3.62328], [-3.18901, 1.70642, -4.92399], [-1.97960, 2.09252, 0.38414], [2.49073, -1.67718, -1.38009], [-3.44468, 2.71329, -3.53050], [8.75530, 0.07022, -0.76883], [0.44846, 3.75143, -1.65716], [-0.03787, -2.43979, 3.59943], [6.52298, 1.01338, -0.11277], [-0.02624, -3.89906, 1.48360], [3.50246, -1.42321, 0.62628], [-1.46458, -3.47870, 3.50307], [5.16413, -3.18914, -0.00950], [-4.35529, 1.78493, -0.19442], [-1.62662, -1.78681, 3.07124]],
  "forces_ev_per_angstrom": [[-1.75, 1.39, 0.76], [-0.56, -0.24, -2.03], [-3.06, 2.24, -1.63], [-0.14, 0.70, 0.84], [-0.91, 0.11, 0.37], [-0.01, -1.99, 1.27], [-0.08, -0.22, -0.25], [-0.02, -0.37, 0.12], [0.40, 0.35, -0.94], [0.20, -1.72, -0.39], [1.20, -0.57, 0.04], [-0.41, 0.97, 0.07], [-0.10, 0.03, 0.16], [0.07, 0.76, 0.57], [3.25, -1.16, 0.78], [-0.51, 0.19, -0.06], [-1.27, 1.65, -0.54], [1.24, 0.27, 0.24], [-0.24, -0.02, -0.03], [0.26, 0.03, -0.19], [0.11, -0.44, 1.23], [0.51, 0.72, 1.36], [0.08, 0.24, -1.00], [-0.24, -1.39, 0.39], [1.71, -0.61, -0.42], [0.25, 0.21, 0.06], [-0.82, -0.05, 0.07], [0.18, -0.48, 0.09], [0.17, 0.70, -0.73], [0.16, 0.95, 0.14], [0.66, -0.07, -0.09], [0.50, 1.21, 0.77], [-0.87, -0.13, 1.07], [-0.41, 0.91, 0.35], [-0.16, 0.17, 0.06], [0.21, -0.68, 0.25], [-0.16, -0.29, 0.09], [0.01, 0.03, -0.04], [-0.18, -0.05, -0.26], [0.07, 0.26, -0.11], [0.18, -0.39, -0.14], [0.02, -0.16, 0.34], [0.49, 0.09, -0.13], [0.22, -0.16, 0.19], [-0.47, 0.28, 0.13], [-0.19, 0.12, 0.33], [-0.09, 0.17, -0.26], [0.42, 0.30, -0.24], [-0.09, 0.29, -0.01], [0.36, 0.34, -0.31], [-0.04, -0.30, 0.14], [-0.29, -0.01, -0.30], [0.21, -0.15, -0.19], [-0.12, 0.02, 0.28], [0.12, -0.09, 0.55], [0.08, -0.25, -0.54], [0.10, 0.06, 0.55], [0.20, -0.49, 0.18], [0.36, 0.16, 0.06], [-0.30, -0.08, -0.52], [-0.28, 0.10, -0.44], [0.12, -0.16, -0.11], [-0.01, -0.43, -0.11], [0.16, 0.11, 0.15], [0.19, 0.16, -0.04], [0.31, -0.45, 0.26], [-0.03, -0.08, -0.51], [-0.37, -0.69, -0.21], [0.44, -0.15, -0.27], [-1.01, -0.38, 0.26], [-0.38, -0.18, -0.21], [-0.26, -0.04, -0.08], [-0.02, -0.79, -0.01], [-0.14, -0.08, -0.01], [0.17, -0.21, -0.84], [0.26, 0.01, -0.53], [-0.31, 0.22, 0.23], [0.32, -0.11, -0.05], [0.34, -0.22, -0.05]]
}